{"formula": "C23H38ClGaN5OS", "method": "ωB97M-V with the def2-TZVPD basis set", "species": ["C", "C", "C", "C", "H", "H", "H", "H", "C", "H", "H", "C", "C", "H", "H", "Cl", "H", "S", "H", "H", "C", "H", "H", "C", "C", "H", "H", "C", "N", "H", "C", "C", "H", "N", "H", "C", "C", "C", "N", "H", "H", "C", "O", "H", "H", "N", "N", "C", "H", "H", "H", "H", "C", "H", "H", "H", "H", "C", "H", "C", "H", "H", "H", "H", "Ga", "H", "H", "C", "H", "C"], "positions_angstrom": [[6.7395, -0.6060, 6.6278], [-2.2809, 3.1078, -2.7449], [-8.0690, 5.1895, -2.3185], [6.6096, -0.9601, 4.4227], [-0.6666, -3.2951, 4.5011], [0.3762, -2.6905, -0.3229], [4.5858, -0.5066, 6.9785], [1.7034, -2.2363, 3.3498], [-2.0812, 2.1344, -1.7984], [2.8143, -3.0778, 0.2160], [7.2314, -0.4642, 7.5759], [2.9077, -2.8500, 1.2972], [1.3276, -0.8395, -4.3487], [-6.0150, 6.0563, -2.4512], [-1.2116, 1.5470, -1.5552], [-2.9111, -1.2309, 0.6903], [6.2291, -2.4915, 0.4746], [-1.5212, -2.2580, 4.2352], [-0.0566, -4.8247, 0.5960], [6.9868, -1.1304, 3.4276], [-1.0827, -1.4575, 0.7264], [3.1253, -0.6858, 1.6646], [2.4002, -3.6228, 1.9002], [-6.8700, 5.5555, -2.8740], [-0.7275, -4.0461, 1.0301], [-1.7334, -4.5017, 1.0298], [-1.7800, -0.1024, -3.7500], [-8.8278, 4.5522, -3.3336], [0.1533, -0.9937, -3.6637], [8.4635, -0.8248, 5.4268], [5.4091, -0.6330, 6.2947], [-3.6241, 3.5468, -2.6177], [4.7495, -1.7556, -0.1835], [-3.2501, 1.9666, -1.1146], [4.4275, -0.9359, 4.3058], [5.2985, -1.9635, 0.7569], [-0.6430, -2.8126, 0.0916], [-0.7861, -0.1352, -4.1640], [1.5361, -1.3848, 2.8258], [4.5852, -2.6639, 2.7298], [-0.6949, 1.3277, -5.7825], [1.1331, 0.1250, -5.3049], [-0.6706, 0.7667, 3.0587], [2.1955, -1.4268, -4.0986], [-3.3837, 1.3074, -0.3683], [-6.8788, 5.1678, -4.1856], [7.4635, -0.8013, 5.4819], [-0.2084, 0.5724, -5.1868], [-8.2651, 4.1677, -5.4604], [-4.1166, 4.3053, -3.2044], [0.0140, 1.3044, 2.6647], [-0.6869, -0.6610, 0.0548], [-4.1959, 2.8239, -1.6000], [-9.8191, 4.1397, -3.2388], [-8.3669, 5.3591, -1.2967], [-5.1899, 2.8461, -1.1846], [-6.1296, 5.3120, -4.8359], [2.2925, -1.4239, 1.5613], [-1.3123, -2.9829, -0.7848], [4.4276, -2.9063, 1.6650], [1.8725, 0.4716, -6.0088], [5.5272, -1.0002, 1.2420], [1.7061, -1.1246, 0.6707], [-1.5444, 3.4641, -3.4474], [-0.3558, -1.0534, 2.6062], [4.7635, -3.9454, 1.4827], [0.0032, -1.6378, -2.9078], [5.3271, -0.8580, 4.8969], [-0.3628, -3.8658, 2.0513], [-8.0659, 4.5514, -4.4738]], "mulliken_charge": [-0.366, -0.914, -0.433, -0.670, 0.037, -0.163, 0.401, 0.254, -0.587, 0.312, 0.370, -0.747, -0.517, 0.430, 0.544, -0.311, 0.332, -0.451, 0.331, 0.352, 0.438, 0.277, 0.397, -0.513, -1.040, 0.285, 0.500, -0.385, 0.052, 0.172, -1.016, 0.077, 0.351, 0.177, 0.564, -1.119, -0.148, -0.446, -0.102, 0.166, 0.430, -0.461, -0.698, 0.381, 0.124, 0.014, 0.006, -0.568, 0.373, 0.339, 0.243, -0.128, -0.626, 0.388, 0.411, 0.435, 0.213, -0.312, 0.505, -0.453, 0.390, 0.228, 0.017, 0.408, 0.015, 0.405, 0.243, 0.219, 0.063, -0.492], "spin_multiplicity": 1, "total_energy_ev": -109701.470, "total_charge": -1, "largest_force_ev_per_a": 1.33}

***

{"formula": "C23H38N4O5", "method": "ωB97M-V with the def2-TZVPD basis set", "species": ["C", "O", "C", "H", "C", "H", "H", "H", "H", "H", "H", "H", "H", "H", "N", "H", "H", "C", "O", "C", "C", "C", "C", "H", "H", "N", "H", "H", "H", "N", "H", "H", "C", "C", "H", "H", "C", "H", "H", "H", "H", "C", "C", "C", "H", "O", "H", "C", "C", "C", "C", "H", "C", "H", "H", "H", "N", "C", "H", "C", "H", "H", "C", "H", "C", "H", "H", "O", "O", "H"], "positions_angstrom": [[5.2378, 0.5830, 3.5536], [0.9720, 1.4032, -0.8050], [5.3285, -4.9897, -3.8277], [-3.6676, -5.0885, 2.9435], [2.2238, 1.0341, -1.2844], [-1.5255, -4.9007, -1.0004], [-1.9362, 4.8399, 7.1467], [-1.0700, 6.6163, -1.0525], [-1.4780, -1.2875, 3.0619], [-0.4845, 5.7136, -2.3659], [7.1825, -4.5072, -3.8832], [-0.0052, -0.4280, -3.3220], [-3.0890, -4.9247, -2.8315], [0.7816, -4.7805, -1.5647], [-2.9410, -2.1023, 1.6453], [-4.4937, -3.2930, 0.9160], [2.8167, 0.9277, -0.3759], [2.0292, -0.0852, -2.3694], [-1.1472, 0.9519, -1.2049], [0.0140, -4.7743, -3.7698], [-3.7996, 3.2455, -5.3696], [3.4656, 0.5736, 4.9719], [-1.3065, -4.9872, -4.1089], [-1.5688, -3.9192, 4.0302], [3.5093, 2.0073, 3.3300], [-1.4488, 4.3187, 5.2656], [4.5977, -5.4276, -4.5076], [-3.7220, 3.6926, -4.3785], [0.8308, -4.7873, -4.4762], [-1.2084, -4.7723, -1.9507], [0.6796, 1.0419, -3.7293], [-1.6138, 4.9601, -1.2605], [-3.3676, 3.9160, 4.3536], [0.6665, 0.3245, -2.9088], [-4.1559, 3.6507, 3.6647], [4.1819, -0.9631, 6.1828], [5.4834, -0.3315, 4.5684], [-2.1697, 4.2246, -5.6995], [-1.3473, 3.5390, 3.3525], [5.8268, 0.7170, 2.6584], [1.9307, -1.0312, -1.8370], [-2.0277, -4.8026, -2.9901], [3.9864, 1.1931, 3.8552], [-3.7153, -3.2419, 1.6629], [4.8648, -4.1778, -3.2674], [-2.4819, 3.3527, -5.9523], [-0.4660, 4.5396, 5.3400], [0.0764, -4.8484, -2.3799], [-1.9972, 3.7549, 4.1876], [-2.0344, -2.1529, 2.7332], [-2.4220, 4.5214, 6.2363], [-4.6557, 4.2413, 6.2264], [-0.0047, 0.9234, -1.6224], [5.3458, -5.7016, -3.0025], [-1.6221, -4.9858, -5.1418], [-3.3194, 6.2787, -1.7670], [4.3705, -0.3663, 5.3901], [-2.1610, -3.4651, 3.2495], [-3.9916, 2.2134, -5.0764], [-3.6910, 4.2079, 5.7419], [2.6430, 0.8593, 5.6107], [2.5515, 1.9055, -1.8514], [-1.3957, 5.8858, -1.7931], [-3.0811, -1.2704, 1.0899], [-3.3054, -4.1046, 2.6844], [2.8803, 0.0290, -3.0407], [6.2190, -1.0963, 4.7695], [-2.5812, 6.4287, -2.3620], [6.5092, -4.7293, -4.5304], [-4.7056, 3.7079, -5.7614]], "mulliken_charge": [-0.420, -0.296, -0.529, 0.382, -0.502, 0.211, 0.368, 0.308, 0.406, 0.261, 0.290, 0.296, 0.379, 0.386, 0.030, 0.411, 0.332, -0.381, -0.628, -0.308, -0.526, -0.527, -0.600, 0.383, 0.399, 0.018, 0.228, 0.155, 0.408, 0.048, 0.269, 0.234, -0.415, -0.497, 0.356, 0.203, -0.434, 0.311, 0.448, 0.370, 0.241, -0.359, -0.325, -0.481, 0.214, -0.486, 0.214, -0.522, -0.554, -0.614, -0.328, 0.383, 0.560, 0.290, 0.357, 0.306, 0.000, -0.279, 0.264, -0.489, 0.370, 0.260, -0.594, 0.209, -0.438, 0.328, 0.365, -0.517, -0.492, 0.287], "spin_multiplicity": 1, "de_lowest_kcal_mol": 122.45, "total_energy_ev": -40659.781, "smiles": "c1cc[nH]c1.c1cc[nH]c1.c1cc[nH]c1.c1cc[nH]c1.O=C1CCCO1.CO.CO.CO", "total_charge": 0, "largest_force_ev_per_a": 3.40}

***

{"formula": "C23H38N7O5S2Sr", "method": "ωB97M-V with the def2-TZVPD basis set", "species": ["H", "N", "O", "C", "H", "H", "H", "H", "H", "C", "H", "C", "N", "C", "S", "H", "H", "H", "C", "H", "N", "C", "S", "H", "C", "H", "C", "C", "H", "H", "C", "H", "C", "H", "C", "N", "N", "H", "H", "Sr", "C", "H", "H", "N", "H", "O", "C", "H", "C", "H", "H", "C", "H", "C", "H", "C", "H", "O", "H", "C", "H", "O", "H", "H", "H", "C", "H", "C", "O", "C", "H", "H", "H", "N", "H", "C"], "positions_angstrom": [[-3.0406, 2.7032, -2.5770], [-2.5175, 1.1960, 1.3781], [2.9897, -0.9872, 4.4332], [-2.7267, 1.9112, -0.8316], [-2.7617, -3.7776, -2.2077], [-0.1816, 0.9082, -3.6525], [5.0616, 1.1031, -0.5963], [-2.8739, -1.4230, 6.4089], [-0.0482, 0.6048, -1.4086], [-4.1494, -1.8084, -4.0925], [5.0418, 0.3075, 3.9714], [3.0794, -0.4317, 3.3175], [-1.2897, -1.1748, -0.6681], [0.6674, 0.7097, -4.3011], [0.8161, -2.7586, -1.1217], [4.4189, 3.1723, 2.4555], [3.8137, 1.4429, 3.8614], [1.1891, 1.6558, -4.3946], [2.7835, 2.3737, 1.4068], [6.4039, -0.0778, -0.5297], [0.6536, -0.1489, -1.3374], [5.8611, 0.6680, 1.3955], [-1.0190, 2.5172, -0.9389], [0.8118, 0.5524, -6.4744], [0.1201, 0.2866, -5.6462], [2.1509, 0.8985, -2.0548], [-3.9794, -1.9234, -2.5882], [-2.1585, -2.3327, -0.6976], [2.5087, -0.3948, -4.0938], [0.7150, -0.4612, 4.2879], [4.2155, 0.6085, 3.2405], [-0.8876, 0.5784, -5.9517], [-0.3593, -0.3812, 4.3836], [-1.8994, -2.1901, -2.7419], [4.2510, 2.4195, 1.7035], [-1.0787, 0.3666, 3.5209], [-3.5708, 2.1822, -1.8699], [-1.5408, -3.1540, -0.2628], [6.4856, 1.5286, 1.4403], [0.4993, 0.8498, 1.3658], [-2.2723, -0.8975, 5.6077], [-3.8827, -0.9553, -2.1117], [-0.3640, -1.8368, 6.0031], [4.6878, 1.0705, 2.0088], [-4.8295, -2.4632, -2.1522], [1.9856, 2.6482, 2.3598], [1.8033, -0.1414, -2.1444], [-4.0819, 0.0916, 4.9008], [-4.6074, 0.6160, 2.3767], [-5.0756, 1.4991, 2.0187], [1.1349, -1.3388, -3.6755], [-3.1283, 0.8133, 2.4406], [-5.0207, -1.2177, -4.3471], [1.4987, -0.2963, -3.6467], [-3.0096, -2.1045, -0.0775], [0.0270, -1.3152, -0.9973], [4.9773, 2.7833, 0.9245], [4.5669, -0.7152, -0.0521], [2.6407, -0.7878, -1.8437], [-2.4035, 0.4222, 3.6839], [-1.7151, -0.2632, -0.8831], [2.2755, -0.4182, 2.2591], [3.7604, -0.4542, 0.4970], [-4.9824, 0.3427, 3.3785], [-4.3097, -2.7615, -4.4660], [-0.9192, -1.0840, 5.4259], [-3.2397, -1.4355, -4.5388], [-3.0124, -0.0442, 4.8493], [2.4830, 2.0172, 0.2678], [5.5158, 0.2997, -0.0304], [-4.8564, -0.2332, 1.7427], [-4.5769, 2.3250, -1.7621], [6.4129, -0.1768, 1.9938], [-3.2826, 1.3381, 0.2519], [0.0301, -0.7643, -5.6539], [-2.6849, -2.6814, -2.1399]], "mulliken_charge": [0.261, 0.626, -0.809, 0.190, 0.429, -0.120, 0.208, 0.288, -0.692, -1.350, 0.350, 0.402, 0.697, 0.275, -0.343, 0.387, 0.198, 0.370, 0.804, 0.466, 1.273, -0.912, -0.353, 0.302, -1.446, 0.194, 0.005, -1.285, 0.413, 0.168, -1.043, 0.381, 0.331, -0.055, -1.099, -0.049, -0.356, 0.562, 0.516, 1.563, -0.097, -0.021, 0.411, 0.685, 0.318, -0.801, -1.577, 0.396, -1.153, 0.335, 0.340, 0.449, 0.378, -0.718, 0.338, 0.109, 0.419, -0.589, 0.546, 0.098, -0.541, -0.626, 0.283, 0.299, 0.393, -0.849, 0.264, -0.953, -0.603, -0.421, 0.204, 0.254, 0.320, -0.871, 0.396, -0.163], "spin_multiplicity": 1, "de_lowest_kcal_mol": 31.20, "total_energy_ev": -67646.935, "total_charge": -1, "largest_force_ev_per_a": 3.86}